# C78H190N14O28

15 unconnected molecules or ions with the total composition C78H190N14O28 (the ωB97M-V functional and the def2-TZVPD basis, the Open Molecules 2025 dataset).

Summary:
HOMO, eV: -6.884
Strongest force on any atom, eV/A: 4.31
Total energy, Ha: -5958.55086
LUMO level, eV: 0.3

Atoms and positions in Å:
N1 -16.905 -10.357 -15.088
H1 -16.549 -9.460 -14.789
H2 -17.221 -10.358 -16.048
H3 -17.612 -10.667 -14.437
H4 -16.130 -11.000 -15.013
N2 -19.333 -12.678 -24.343
H5 -19.305 -12.134 -23.491
H6 -20.260 -12.714 -24.741
H7 -19.054 -13.633 -24.174
H8 -18.636 -12.245 -24.932
C1 -20.570 -12.096 -18.643
C2 -19.662 -11.414 -17.753
C3 -18.284 -10.799 -18.400
O1 -17.418 -10.334 -17.634
C4 -18.253 -10.732 -19.870
C5 -19.223 -11.320 -20.625
C6 -20.442 -12.008 -19.975
O2 -21.328 -12.616 -20.676
O3 -19.070 -11.243 -21.906
O4 -19.919 -11.280 -16.565
H9 -21.380 -12.630 -18.169
H10 -17.359 -10.320 -20.315
C7 -20.477 -6.102 -14.846
O5 -20.511 -7.149 -13.890
C8 -19.991 -8.322 -14.477
C9 -20.086 -9.434 -13.423
N3 -19.490 -10.653 -13.849
C10 -19.784 -11.767 -12.958
C11 -19.228 -13.068 -13.544
O6 -19.387 -14.094 -12.585
C12 -18.472 -15.176 -12.816
H11 -21.021 -5.233 -14.477
H12 -21.000 -6.381 -15.760
H13 -19.452 -5.736 -14.900
H14 -18.944 -8.130 -14.712
H15 -20.523 -8.526 -15.406
H16 -21.145 -9.559 -13.198
H17 -19.544 -9.100 -12.538
H18 -19.856 -10.886 -14.762
H19 -20.849 -11.871 -12.754
H20 -19.328 -11.595 -11.982
H21 -18.176 -12.919 -13.787
H22 -19.817 -13.345 -14.418
H23 -18.655 -15.799 -13.692
H24 -18.753 -15.907 -12.058
H25 -17.442 -14.839 -12.701
C13 -17.159 -14.218 -18.844
O7 -16.226 -14.229 -17.761
C14 -16.818 -13.817 -16.543
C15 -15.771 -13.787 -15.461
N4 -15.087 -12.488 -15.412
C16 -13.962 -12.564 -14.524
C17 -12.968 -11.394 -14.667
O8 -13.489 -10.311 -13.893
C18 -12.577 -9.131 -13.824
H26 -16.779 -14.713 -19.738
H27 -17.507 -13.245 -19.190
H28 -18.019 -14.856 -18.643
H29 -17.554 -14.573 -16.269
H30 -17.361 -12.873 -16.546
H31 -15.074 -14.581 -15.730
H32 -16.170 -13.938 -14.458
H33 -14.820 -12.498 -16.386
H34 -13.420 -13.457 -14.834
H35 -14.284 -12.667 -13.488
H36 -12.907 -11.108 -15.717
H37 -11.973 -11.756 -14.410
H38 -11.528 -9.427 -13.835
H39 -12.819 -8.715 -12.846
H40 -12.860 -8.339 -14.518
C19 -16.685 -7.160 -21.082
O9 -17.490 -6.208 -20.408
C20 -18.513 -6.802 -19.653
C21 -19.423 -5.791 -18.887
N5 -18.775 -5.034 -17.831
C22 -19.530 -3.824 -17.493
C23 -18.591 -2.902 -16.669
O10 -17.659 -2.418 -17.611
C24 -16.518 -1.862 -17.001
H41 -15.868 -6.615 -21.555
H42 -17.096 -7.794 -21.867
H43 -16.177 -7.843 -20.402
H44 -18.069 -7.405 -18.861
H45 -19.101 -7.480 -20.271
H46 -20.162 -6.420 -18.390
H47 -19.891 -5.144 -19.629
H48 -17.942 -4.639 -18.244
H49 -20.467 -4.091 -17.003
H50 -19.774 -3.243 -18.382
H51 -18.112 -3.458 -15.862
H52 -19.140 -2.042 -16.286
H53 -16.001 -1.312 -17.787
H54 -15.824 -2.592 -16.585
H55 -16.802 -1.143 -16.233
C25 -14.497 -10.797 -18.509
O11 -13.856 -11.882 -17.929
C26 -13.525 -12.861 -18.883
C27 -13.078 -14.120 -18.151
N6 -11.832 -13.898 -17.478
C28 -11.406 -15.057 -16.710
C29 -10.172 -14.658 -15.798
O12 -10.727 -13.791 -14.846
C30 -9.941 -13.560 -13.709
H56 -14.777 -10.065 -17.752
H57 -15.412 -10.983 -19.071
H58 -13.891 -10.242 -19.226
H59 -12.782 -12.487 -19.588
H60 -14.369 -13.158 -19.505
H61 -12.960 -14.947 -18.851
H62 -13.873 -14.390 -17.457
H63 -11.997 -13.058 -16.943
H64 -11.026 -15.841 -17.364
H65 -12.282 -15.440 -16.186
H66 -9.425 -14.201 -16.447
H67 -9.779 -15.582 -15.376
H68 -10.181 -14.375 -13.026
H69 -10.192 -12.621 -13.215
H70 -8.872 -13.584 -13.919
C31 -20.180 -3.105 -24.873
O13 -19.799 -4.409 -24.489
C32 -20.492 -4.868 -23.323
C33 -19.911 -6.285 -23.107
N7 -20.466 -7.137 -24.140
C34 -19.826 -8.466 -24.056
C35 -20.345 -9.290 -25.269
O14 -19.622 -8.899 -26.429
C36 -19.873 -9.816 -27.472
H71 -21.236 -2.928 -25.081
H72 -19.544 -2.836 -25.716
H73 -19.874 -2.394 -24.106
H74 -21.580 -4.857 -23.399
H75 -20.277 -4.200 -22.489
H76 -20.184 -6.659 -22.120
H77 -18.827 -6.213 -23.015
H78 -20.430 -6.702 -25.051
H79 -20.086 -9.044 -23.169
H80 -18.748 -8.498 -23.898
H81 -21.418 -9.217 -25.448
H82 -20.203 -10.351 -25.060
H83 -19.412 -10.785 -27.281
H84 -19.353 -9.375 -28.323
H85 -20.934 -9.924 -27.695
C37 -23.645 -14.083 -13.811
O15 -23.892 -13.367 -14.964
C38 -23.220 -12.079 -15.033
C39 -23.418 -11.357 -16.368
N8 -22.607 -10.152 -16.514
C40 -22.830 -9.590 -17.867
C41 -22.065 -8.305 -18.136
O16 -22.246 -7.591 -19.362
C42 -21.863 -8.379 -20.540
H86 -23.955 -13.544 -12.916
H87 -22.579 -14.231 -13.640
H88 -24.070 -15.081 -13.922
H89 -22.158 -12.274 -14.883
H90 -23.491 -11.456 -14.180
H91 -24.489 -11.164 -16.425
H92 -23.181 -12.094 -17.135
H93 -21.648 -10.462 -16.585
H94 -23.881 -9.518 -18.149
H95 -22.562 -10.263 -18.682
H96 -20.992 -8.470 -18.037
H97 -22.235 -7.632 -17.295
H98 -20.851 -8.784 -20.506
H99 -21.924 -7.691 -21.383
H100 -22.537 -9.215 -20.727
C43 -14.502 -10.315 -22.654
O17 -14.480 -11.677 -22.244
C44 -15.654 -12.483 -22.416
C45 -15.392 -13.982 -22.287
N9 -14.631 -14.520 -23.399
C46 -14.188 -15.855 -23.069
C47 -13.472 -16.537 -24.300
O18 -12.187 -15.919 -24.645
C48 -11.569 -16.658 -25.712
H101 -15.346 -9.731 -22.286
H102 -14.484 -10.340 -23.744
H103 -13.640 -9.778 -22.258
H104 -16.204 -12.292 -23.338
H105 -16.364 -12.186 -21.645
H106 -16.387 -14.425 -22.258
H107 -14.967 -14.253 -21.321
H108 -13.934 -13.848 -23.686
H109 -15.067 -16.465 -22.862
H110 -13.537 -15.941 -22.199
H111 -14.079 -16.546 -25.206
H112 -13.237 -17.553 -23.984
H113 -10.692 -16.116 -26.066
H114 -12.238 -16.885 -26.542
H115 -11.200 -17.578 -25.260
C49 -16.806 -10.323 -25.990
O19 -17.350 -11.665 -25.841
C50 -16.332 -12.561 -26.370
C51 -16.845 -14.006 -26.421
N10 -17.213 -14.409 -25.074
C52 -17.741 -15.754 -25.163
C53 -18.386 -16.077 -23.761
O20 -19.365 -15.154 -23.428
C54 -20.173 -15.652 -22.325
H116 -17.458 -9.676 -25.403
H117 -16.768 -9.991 -27.027
H118 -15.803 -10.299 -25.564
H119 -15.529 -12.521 -25.634
H120 -15.877 -12.374 -27.342
H121 -16.072 -14.622 -26.879
H122 -17.706 -13.990 -27.089
H123 -16.381 -14.512 -24.512
H124 -16.890 -16.370 -25.452
H125 -18.457 -15.916 -25.968
H126 -17.687 -16.214 -22.935
H127 -18.759 -17.101 -23.764
H128 -19.520 -15.541 -21.460
H129 -20.467 -16.702 -22.336
H130 -21.045 -15.014 -22.182
C55 -13.064 -7.571 -16.963
O21 -14.029 -7.141 -16.022
C56 -15.347 -7.183 -16.495
C57 -16.288 -6.966 -15.266
N11 -15.940 -7.939 -14.213
C58 -16.537 -7.724 -12.858
C59 -16.162 -8.772 -11.846
O22 -16.732 -10.043 -12.276
C60 -16.268 -11.187 -11.614
H131 -12.065 -7.369 -16.576
H132 -13.151 -6.980 -17.875
H133 -13.192 -8.631 -17.185
H134 -15.654 -8.140 -16.917
H135 -15.455 -6.277 -17.091
H136 -17.324 -7.155 -15.548
H137 -16.144 -5.953 -14.892
H138 -14.936 -7.890 -14.117
H139 -17.602 -7.581 -13.040
H140 -16.128 -6.808 -12.432
H141 -16.619 -8.571 -10.877
H142 -15.083 -8.808 -11.700
H143 -15.183 -11.104 -11.561
H144 -16.470 -12.114 -12.151
H145 -16.701 -11.411 -10.639
C61 -20.301 -16.775 -16.814
O23 -20.592 -17.059 -18.190
C62 -21.042 -15.846 -18.840
C63 -22.411 -15.357 -18.362
N12 -23.125 -14.662 -19.373
C64 -24.370 -14.054 -18.877
C65 -24.804 -12.962 -19.847
O24 -26.054 -12.402 -19.465
C66 -26.279 -11.111 -19.989
H146 -19.933 -17.704 -16.379
H147 -21.193 -16.484 -16.260
H148 -19.465 -16.088 -16.683
H149 -21.211 -16.103 -19.886
H150 -20.253 -15.103 -18.724
H151 -22.213 -14.743 -17.483
H152 -23.072 -16.105 -17.924
H153 -22.593 -13.934 -19.829
H154 -24.342 -13.480 -17.951
H155 -25.171 -14.785 -18.759
H156 -25.045 -13.293 -20.857
H157 -23.995 -12.235 -19.924
H158 -27.048 -10.627 -19.387
H159 -26.598 -11.122 -21.032
H160 -25.354 -10.535 -19.991
C67 -24.676 -16.300 -22.626
O25 -25.808 -17.072 -22.707
C68 -25.545 -18.458 -22.810
C69 -25.551 -18.923 -21.373
N13 -25.268 -20.340 -21.335
C70 -25.736 -21.100 -20.146
C71 -25.293 -22.613 -20.121
O26 -23.936 -22.739 -19.690
C72 -23.351 -23.960 -19.893
H161 -23.923 -16.501 -23.388
H162 -24.384 -16.335 -21.576
H163 -24.941 -15.245 -22.699
H164 -24.610 -18.759 -23.282
H165 -26.272 -18.892 -23.497
H166 -26.450 -18.640 -20.827
H167 -24.756 -18.471 -20.779
H168 -24.265 -20.457 -21.300
H169 -26.822 -21.062 -20.061
H170 -25.469 -20.618 -19.206
H171 -25.434 -22.948 -21.148
H172 -25.937 -23.221 -19.486
H173 -23.960 -24.756 -19.465
H174 -22.456 -23.957 -19.270
H175 -23.186 -24.152 -20.953
C73 -22.171 -12.545 -30.180
O27 -22.198 -12.894 -28.803
C74 -21.120 -13.697 -28.324
C75 -21.593 -14.149 -26.882
N14 -21.610 -13.094 -25.826
C76 -22.521 -13.541 -24.782
C77 -22.643 -12.411 -23.669
O28 -23.437 -11.429 -24.240
C78 -23.716 -10.394 -23.335
H176 -23.024 -11.886 -30.341
H177 -22.255 -13.409 -30.840
H178 -21.223 -12.067 -30.425
H179 -20.224 -13.083 -28.242
H180 -20.891 -14.534 -28.983
H181 -20.943 -14.938 -26.505
H182 -22.524 -14.705 -26.991
H183 -22.044 -12.362 -26.371
H184 -22.076 -14.426 -24.326
H185 -23.538 -13.705 -25.137
H186 -21.728 -11.928 -23.326
H187 -23.186 -12.841 -22.827
H188 -24.249 -9.698 -23.982
H189 -22.763 -9.993 -22.990
H190 -24.345 -10.685 -22.493

Forces on atoms 1 to 3 (eV/Å):
0.34 -0.61 0.73
0.27 1.12 0.40
-0.63 -0.05 -0.94


# C78H52O26

13 unconnected molecules or ions with the total composition C78H52O26 (the ωB97M-V functional and the def2-TZVPD basis, the Open Molecules 2025 dataset).

Summary:
HOMO, eV: -10.063
Strongest force on any atom, eV/A: 4.72
Total energy, Ha: -4959.19177
ΔE to the lowest compared entry with this formula, charge and spin, kJ/mol: 0.00
LUMO level, eV: -2.0

Atoms and positions in Å:
C1 4.096 4.920 -1.149
C2 4.464 4.972 0.100
C3 3.780 5.879 1.089
O1 4.304 6.246 2.135
C4 2.392 6.278 0.697
C5 2.036 6.381 -0.563
C6 2.877 5.709 -1.578
O2 2.596 5.733 -2.761
H1 4.526 4.268 -1.854
H2 5.264 4.384 0.402
H3 1.703 6.644 1.525
H4 1.192 6.851 -0.899
C7 5.228 0.082 -2.834
C8 4.163 -0.056 -3.606
C9 4.087 -1.037 -4.718
O3 3.057 -1.210 -5.358
C10 5.309 -1.700 -5.050
C11 6.413 -1.571 -4.324
C12 6.513 -0.621 -3.136
O4 7.505 -0.567 -2.438
H5 5.145 0.690 -1.901
H6 3.195 0.336 -3.442
H7 5.309 -2.424 -5.894
H8 7.345 -2.078 -4.492
C13 -0.732 1.281 3.620
C14 0.148 2.254 3.663
C15 0.051 3.325 4.671
O5 0.838 4.233 4.801
C16 -0.955 3.102 5.813
C17 -1.769 2.069 5.885
C18 -1.810 1.218 4.675
O6 -2.654 0.362 4.472
H9 -0.721 0.421 3.002
H10 0.995 2.316 2.952
H11 -0.934 3.850 6.614
H12 -2.433 1.842 6.750
C19 -3.779 3.904 0.291
C20 -3.329 4.835 -0.543
C21 -2.186 5.662 -0.131
O7 -1.619 6.285 -1.011
C22 -1.654 5.545 1.214
C23 -2.071 4.641 2.034
C24 -3.190 3.718 1.674
O8 -3.667 2.910 2.463
H13 -4.541 3.157 0.050
H14 -3.825 5.131 -1.467
H15 -0.851 6.181 1.496
H16 -1.618 4.420 3.015
C25 -5.258 0.666 -1.508
C26 -4.807 -0.553 -1.850
C27 -4.942 -1.034 -3.320
O9 -4.361 -2.022 -3.704
C28 -5.833 -0.192 -4.232
C29 -6.206 1.050 -3.881
C30 -6.074 1.462 -2.440
O10 -6.641 2.438 -2.007
H17 -5.264 1.049 -0.525
H18 -4.456 -1.251 -1.117
H19 -5.872 -0.591 -5.235
H20 -6.636 1.703 -4.629
C31 0.426 -1.188 4.777
C32 1.143 -1.614 3.698
C33 0.669 -2.759 2.857
O11 1.271 -3.010 1.822
C34 -0.431 -3.566 3.372
C35 -1.048 -3.246 4.500
C36 -0.694 -1.982 5.359
O12 -1.156 -1.738 6.406
H21 0.696 -0.332 5.322
H22 2.046 -1.072 3.483
H23 -0.849 -4.410 2.801
H24 -1.838 -3.849 4.899
C37 5.339 1.618 3.893
C38 4.582 1.755 2.816
C39 5.145 1.622 1.492
O13 4.393 1.587 0.538
C40 6.651 1.530 1.330
C41 7.419 1.553 2.433
C42 6.819 1.561 3.742
O14 7.553 1.619 4.731
H25 4.939 1.522 4.869
H26 3.486 1.922 2.710
H27 7.032 1.457 0.355
H28 8.501 1.575 2.475
C43 -0.992 -5.267 -0.160
C44 -1.654 -4.149 -0.007
C45 -3.021 -4.103 -0.563
O15 -3.681 -3.088 -0.288
C46 -3.686 -5.244 -1.193
C47 -3.041 -6.402 -1.231
C48 -1.638 -6.513 -0.695
O16 -1.051 -7.570 -0.822
H29 0.021 -5.391 0.205
H30 -1.251 -3.294 0.572
H31 -4.673 -5.196 -1.554
H32 -3.468 -7.347 -1.541
C49 3.814 -4.434 1.569
C50 4.174 -3.363 2.290
C51 4.346 -2.060 1.681
O17 4.552 -1.106 2.370
C52 4.040 -1.762 0.235
C53 3.687 -2.812 -0.509
C54 3.575 -4.182 0.154
O18 2.991 -5.098 -0.401
H33 3.662 -5.412 1.901
H34 4.325 -3.366 3.384
H35 4.196 -0.718 -0.140
H36 3.185 -2.684 -1.517
C55 -1.595 -3.631 -3.847
C56 -0.952 -2.832 -3.016
C57 0.486 -2.867 -2.752
O19 1.044 -1.848 -2.379
C58 1.145 -4.186 -3.039
C59 0.482 -5.097 -3.745
C60 -0.887 -4.840 -4.348
O20 -1.406 -5.674 -5.083
H37 -2.653 -3.468 -4.043
H38 -1.547 -1.981 -2.670
H39 2.064 -4.400 -2.593
H40 1.052 -5.978 -4.008
C61 -4.913 -2.094 2.695
C62 -5.546 -1.487 1.740
C63 -6.754 -2.180 1.102
O21 -7.416 -1.709 0.203
C64 -7.119 -3.529 1.641
C65 -6.463 -4.110 2.626
C66 -5.261 -3.465 3.112
O22 -4.469 -3.989 3.871
H41 -3.973 -1.637 3.151
H42 -5.372 -0.482 1.494
H43 -8.025 -3.961 1.243
H44 -6.870 -5.060 2.997
C67 -1.438 0.551 -0.437
C68 -1.218 1.866 -0.617
C69 0.116 2.461 -0.489
O23 0.307 3.636 -0.783
C70 1.225 1.619 -0.094
C71 1.029 0.351 0.284
C72 -0.361 -0.257 0.307
O24 -0.622 -1.333 0.740
H45 -2.428 0.169 -0.622
H46 -2.020 2.517 -1.000
H47 2.245 1.967 -0.080
H48 1.857 -0.329 0.479
C73 0.077 4.044 -4.027
C74 -1.198 4.064 -3.711
C75 -2.036 2.884 -3.523
O25 -3.261 2.910 -3.158
C76 -1.454 1.673 -4.007
C77 -0.184 1.586 -4.459
C78 0.729 2.749 -4.270
O26 1.930 2.621 -4.300
H49 0.744 4.894 -4.094
H50 -1.694 4.994 -3.492
H51 -1.993 0.737 -4.169
H52 0.242 0.644 -4.760

Forces on atoms 1 to 3 (eV/Å):
-2.27 1.07 -0.18
-0.43 1.12 1.07
0.21 -0.54 0.67